DFT (the ωB97M-V functional and the def2-TZVPD basis) results for the molecule C2H6N2S at a distorted geometry.

Calculated values
Lowest unoccupied orbital energy ... 1.08 eV
ΔE to the lowest compared entry with this formula, charge and spin ... 48.8 kcal/mol
Orbital gap ... 9.31 eV
SMILES ... N/N=C/CS

Geometry as ORCA input:
```
! RIJCOSX wB97M-V def2-TZVPD def2/J DEFGRID3
* xyz 0 1
H 1.25680 0.80890 -1.33824
C 1.29100 0.70145 -0.29802
H -2.49109 -1.53114 -0.59166
H -0.81858 1.35744 0.48989
N -2.06897 -0.77258 -0.03897
H 1.75027 1.46215 0.31188
H 2.44823 -0.85281 1.17077
S 2.24432 -0.85020 -0.10923
C -0.18964 0.50439 0.03414
H -2.60269 -0.32156 0.78058
N -0.81964 -0.50604 -0.41115
*
```